[1]
This record from OMol25 describes the molecule C7H10O2. The level of theory is ωB97M-V/def2-TZVPD.

Element x y z (Å)
1 C 2.07492 1.39071 -0.55017
2 C 1.33250 0.35183 -0.18847
3 C 1.80908 -1.05756 -0.37719
4 C 0.00015 0.57460 0.41558
5 C -0.58861 -0.30592 1.46731
6 C -1.18649 -0.32521 0.08428
7 C -2.49399 0.35178 -0.10905
8 O -2.85028 1.30981 0.51863
9 O -3.29101 -0.17660 -1.06345
10 H 3.05200 1.26650 -0.98369
11 H 1.73515 2.40406 -0.42227
12 H 1.76360 -1.61505 0.55693
13 H 1.19640 -1.57913 -1.11252
14 H 2.83662 -1.06262 -0.73027
15 H -0.26524 1.62232 0.49969
16 H -1.17493 0.17144 2.23766
17 H -0.05102 -1.18299 1.79144
18 H -1.00075 -1.19642 -0.53204
19 H -2.89810 -0.94155 -1.50241

Cartesian forces, eV/Å:
C 0.0 0.0 0.0
C 0.1 -0.1 -0.1
C 0.0 0.1 0.0
C -0.2 0.2 0.1
C 0.0 0.1 0.0
C 0.1 0.0 0.0
C 0.2 0.0 0.1
O -0.1 -0.1 -0.1
O -0.3 0.0 -0.2
H 0.2 -0.1 -0.1
H -0.1 0.2 0.1
H 0.0 -0.1 0.0
H 0.0 -0.1 0.0
H 0.0 0.0 0.0
H -0.1 -0.1 0.0
H -0.1 0.1 0.0
H 0.1 -0.1 -0.1
H 0.1 0.0 0.1
H 0.1 0.1 0.2

For the energy above the lowest of the compared OMol25 structures with the same formula, charge and spin, the calculation gives 0.4870 eV. As for the SMILES: C=C(C)[C@@H]1C[C@H]1C(=O)O. For the HOMO-LUMO gap, the calculation gives 9.89 eV. The molar mass comes out at 126.15 g/mol. The calculation puts the HOMO energy at -9.336 eV. The LUMO energy comes out at 0.556 eV.

[2]
This record from OMol25 describes a structure of composition C27H22ClF6N3O2P2S2V. The level of theory is ωB97M-V/def2-TZVPD.

Element x y z (Å)
1 V 0.13077 -0.78770 0.94780
2 Cl 2.40278 -1.11813 2.07477
3 C 3.63401 -0.78533 0.87630
4 C 4.86579 -1.39437 0.98318
5 C 5.82777 -1.09297 0.02532
6 C 5.54954 -0.20567 -1.00642
7 C 4.30211 0.39593 -1.09322
8 C 3.32957 0.10829 -0.13922
9 P 1.72285 0.90855 -0.11549
10 C 1.28652 1.31011 -1.78898
11 C 1.44573 0.32105 -2.76838
12 C 1.13986 0.61042 -4.08219
13 C 0.65767 1.87209 -4.41829
14 C 0.49140 2.84983 -3.44857
15 C 0.80569 2.57603 -2.12684
16 C 1.78402 2.33297 0.95249
17 C 2.99321 2.69918 1.54957
18 C 3.03512 3.80814 2.37873
19 C 1.88105 4.54157 2.61452
20 C 0.67612 4.17341 2.02648
21 C 0.61800 3.06695 1.19968
22 H 5.07503 -2.08458 1.78895
23 H 6.79959 -1.56270 0.09056
24 H 6.30504 0.01957 -1.74598
25 H 4.08327 1.08897 -1.89522
26 H 1.81504 -0.66265 -2.49939
27 H 1.27117 -0.14174 -4.84788
28 H 0.41411 2.09374 -5.44879
29 H 0.12541 3.82942 -3.72284
30 H 0.69806 3.34339 -1.37240
31 H 3.89590 2.13253 1.36204
32 H 3.96907 4.10074 2.83811
33 H 1.91828 5.40691 3.26258
34 H -0.21964 4.74796 2.21800
35 H -0.32347 2.77172 0.75517
36 N -7.37278 -1.94911 -0.37547
37 C -6.10111 -1.53330 -0.49451
38 C -5.49125 -0.78650 0.53634
39 C -4.19082 -0.37273 0.42136
40 C -3.46446 -0.69123 -0.73580
41 C -4.06821 -1.40030 -1.79079
42 C -5.35974 -1.82974 -1.66177
43 S -1.87776 -0.13168 -0.97420
44 O -1.40171 0.69585 0.16165
45 O -1.69414 0.31326 -2.30819
46 N -0.73314 -1.28922 -0.65599
47 C -0.56903 -2.62584 -0.44378
48 S -1.54580 -4.00888 -0.59763
49 C -0.36774 -4.87617 0.33257
50 C 0.64121 -4.07607 0.73423
51 N 0.54210 -2.78366 0.26011
52 H -7.92936 -1.70374 0.42427
53 H -7.83436 -2.43344 -1.12511
54 H -6.06743 -0.52730 1.41462
55 H -3.73934 0.22501 1.19703
56 H -3.51705 -1.58924 -2.70325
57 H -5.83398 -2.37711 -2.46576
58 H -0.48022 -5.93681 0.48913
59 H 1.49309 -4.38169 1.32016
60 F -0.18621 0.40663 2.44066
61 P -1.16109 -0.76750 3.51781
62 F -1.87480 -1.91450 4.26130
63 F -2.02637 -0.98717 2.15588
64 F -0.09447 -1.84052 2.71198
65 F -2.04696 0.42458 3.94935
66 F -0.05352 -0.52551 4.57962

Cartesian forces, eV/Å:
V -0.2 0.5 -0.5
Cl 0.1 0.0 0.1
C 0.2 0.0 -0.2
C -0.1 0.0 0.1
C 0.0 0.0 -0.1
C 0.0 0.0 0.0
C 0.0 0.0 0.0
C -0.2 0.0 0.1
P -0.1 -0.1 0.0
C 0.0 0.0 -0.1
C 0.0 0.0 0.1
C 0.0 0.0 0.0
C 0.0 0.0 0.0
C 0.0 0.0 0.0
C 0.0 0.0 0.0
C 0.0 0.0 0.0
C 0.0 0.0 0.0
C 0.0 0.0 0.0
C 0.0 0.0 0.0
C 0.0 0.0 0.0
C 0.0 0.0 0.0
H 0.0 0.0 0.0
H 0.0 0.0 0.0
H 0.0 0.0 0.0
H 0.0 0.0 0.0
H 0.0 0.0 0.0
H 0.0 0.0 0.0
H 0.0 0.0 0.0
H 0.0 0.0 0.0
H 0.0 0.0 0.0
H 0.0 0.0 0.0
H 0.0 0.0 0.0
H 0.0 0.0 0.0
H 0.0 0.0 0.0
H 0.0 0.0 0.0
N 0.0 0.0 0.0
C -0.1 0.0 0.0
C 0.1 0.0 0.0
C 0.0 0.0 0.0
C 0.0 0.0 0.1
C 0.0 0.0 0.0
C 0.0 0.0 0.0
S -0.3 -0.1 -0.2
O 0.3 0.0 0.0
O 0.1 0.1 0.0
N 0.2 -0.3 -0.3
C -0.1 0.0 -0.1
S 0.0 0.0 0.0
C 0.0 0.0 0.0
C 0.0 -0.1 0.0
N 0.0 0.1 0.0
H 0.0 0.0 0.0
H 0.0 0.0 0.0
H 0.0 0.0 0.0
H 0.0 0.0 0.0
H 0.0 0.0 0.0
H 0.0 0.0 0.0
H 0.0 0.0 0.0
H 0.0 0.0 0.0
F -0.2 0.0 0.4
P -0.1 0.3 0.1
F 0.0 0.0 0.0
F -0.1 0.1 0.2
F 0.1 -0.3 0.1
F 0.0 0.0 0.0
F 0.0 0.0 0.0

Its multiplicity is 2. For the energy above the lowest of the compared OMol25 structures with the same formula, charge and spin, the calculation gives 0.0000 eV. The net charge is +2. For the HOMO-LUMO gap (spin up / spin down), the calculation gives 5.13 / 6.92 eV. The molar mass comes out at 746.96 g/mol. The calculation puts the HOMO energy (spin up / spin down) at -13.492 / -13.501 eV. The LUMO energy (spin up / spin down) comes out at -8.359 / -6.580 eV.

[3]
This record from OMol25 describes a cluster of 2 separate species, C2ClN4O2 in total at a distorted geometry. The level of theory is ωB97M-V/def2-TZVPD.

Element x y z (Å)
1 C 1.87003 -0.02860 0.26462
2 C -2.07215 0.55654 -0.55098
3 N 0.76334 -0.47130 -0.29444
4 N 0.00122 -0.64724 0.77380
5 N 0.65810 -0.32512 1.85557
6 N 1.90909 0.04985 1.56232
7 O -1.92958 -0.15145 -1.45678
8 O -2.31560 1.44582 0.15569
9 Cl 3.18069 0.48618 -0.71838

Cartesian forces, eV/Å:
C 1.3 0.2 -1.7
C -0.1 0.8 -1.2
N 0.3 0.3 0.0
N -0.7 -0.1 0.7
N -0.6 -0.5 1.1
N -0.8 0.2 0.2
O -0.1 -0.6 0.4
O 0.1 -0.3 0.8
Cl 0.6 0.1 -0.3

For the energy above the lowest of the compared OMol25 structures with the same formula, charge and spin, the calculation gives 0.0023 eV. The net charge is -1. For the HOMO-LUMO gap, the calculation gives 8.65 eV. The molar mass comes out at 147.50 g/mol. The calculation puts the HOMO energy at -5.138 eV. The LUMO energy comes out at 3.509 eV.

[4]
This record from OMol25 describes a structure of composition C30H37BClNO2S at a distorted geometry. The level of theory is ωB97M-V/def2-TZVPD.

Element x y z (Å)
1 C 3.22841 2.08952 1.56636
2 C 1.91026 1.93144 0.92764
3 C 1.68090 1.85535 -0.44126
4 C 0.33778 1.86587 -0.74719
5 C -0.57645 1.61167 0.38107
6 B 2.50931 -2.33136 0.33123
7 C -1.92981 2.31646 0.28825
8 C -2.71775 2.69016 1.39032
9 C -4.09853 2.88079 1.21414
10 C -4.70770 2.64984 -0.04895
11 N -6.06925 2.69632 -0.26125
12 C -6.66449 2.41048 -1.55180
13 C -7.05411 2.79756 0.80497
14 C -3.86493 2.41650 -1.14388
15 C -2.49156 2.29658 -0.98474
16 O 2.60961 -2.72955 -0.97412
17 C 3.73681 -2.03555 -1.58904
18 C 4.53802 -3.05678 -2.35905
19 C 3.11431 -1.01880 -2.56794
20 C 4.50932 -1.44654 -0.31722
21 C 5.45855 -2.42894 0.33252
22 C 5.17603 -0.12511 -0.60187
23 O 3.42635 -1.25803 0.62141
24 S 0.47203 2.05238 1.86896
25 H 3.84907 2.89350 1.12968
26 H 3.03503 2.32649 2.63006
27 H 3.76655 1.13490 1.47777
28 H 2.43822 1.85690 -1.19699
29 H -0.01373 1.96696 -1.75802
30 H -2.26907 2.82539 2.38841
31 H -4.73019 3.24538 2.03804
32 H -6.45010 1.40853 -1.91921
33 H -7.73557 2.51574 -1.43563
34 H -6.35444 3.11590 -2.31740
35 H -6.99109 3.75421 1.31782
36 H -8.02898 2.72454 0.34398
37 H -6.94324 2.00689 1.54256
38 H -4.26219 2.31461 -2.13846
39 H -1.87782 2.17299 -1.85643
40 H 5.37749 -2.53932 -2.82854
41 H 4.92580 -3.82391 -1.69786
42 H 3.91284 -3.52573 -3.10974
43 H 3.84417 -0.33025 -3.05297
44 H 2.58255 -1.57884 -3.34808
45 H 2.33748 -0.40987 -2.08943
46 H 6.34001 -2.65149 -0.28207
47 H 5.82180 -1.99418 1.26679
48 H 4.95793 -3.36616 0.59861
49 H 5.86036 -0.16716 -1.47207
50 H 4.41894 0.63517 -0.80584
51 H 5.75097 0.18918 0.26378
52 Cl 0.52372 -4.68665 3.73532
53 C 0.65983 -3.38641 2.59147
54 C 0.99312 -2.11091 3.00084
55 C 1.09243 -1.08177 2.04875
56 C 0.44834 -1.17693 0.81370
57 C -0.65612 -0.09796 0.41845
58 C -1.30176 -0.53611 -0.94390
59 C -2.78188 -0.88548 -0.60994
60 C -2.92879 -0.70648 0.89080
61 C -1.76154 -0.31004 1.43551
62 C 0.44636 -2.57125 0.30574
63 C 0.40668 -3.69247 1.22994
64 H 1.19610 -1.86546 4.05890
65 H 1.33607 -0.02666 2.36125
66 H -1.21872 0.22847 -1.70068
67 H -0.84527 -1.39166 -1.46919
68 H -3.42827 -0.16595 -1.12628
69 H -3.08301 -1.83987 -0.99699
70 H -3.82342 -0.90716 1.45415
71 H -1.53116 -0.10820 2.50790
72 H 0.03271 -2.81367 -0.70494
73 H 0.12863 -4.69802 0.87185

Cartesian forces, eV/Å:
C 0.1 -0.1 0.8
C 0.4 0.0 -0.7
C -1.5 0.2 0.7
C 0.3 0.4 -0.4
C 2.1 0.5 0.2
B -0.7 2.6 -1.8
C 0.6 -1.3 0.4
C -0.6 -0.1 -0.4
C 0.0 0.3 0.0
C 0.1 0.1 0.1
N -0.8 0.0 0.1
C 0.4 0.2 0.0
C 0.8 0.2 0.1
C 0.5 0.2 0.0
C -1.1 0.4 0.6
O 1.1 -0.4 0.3
C 0.1 0.1 0.2
C 0.3 0.3 0.2
C 0.0 0.4 0.1
C -0.8 -0.3 -1.0
C 0.6 -0.3 0.1
C 0.1 0.3 -0.4
O -0.8 -1.8 0.1
S -0.6 0.3 -0.9
H -0.3 -0.3 0.1
H 0.6 -0.2 -0.4
H 0.1 0.2 0.3
H 0.5 0.1 -0.1
H 0.0 -0.1 -0.1
H -0.3 -0.2 -0.6
H 0.4 -0.4 -0.3
H 0.1 -0.3 0.0
H -0.1 -0.1 -0.3
H 0.2 0.2 -0.2
H 0.0 0.2 0.2
H -0.2 0.0 0.3
H 0.0 -0.2 0.2
H -0.2 0.1 -0.1
H 0.0 -0.2 -0.1
H 0.0 -0.2 -0.2
H 0.0 -0.1 0.0
H 0.0 0.0 -0.2
H -0.3 -0.6 0.4
H 0.3 0.0 0.1
H 0.3 0.0 0.2
H -0.2 0.0 0.0
H -0.1 0.0 0.0
H 0.0 0.1 -0.2
H -0.3 -0.2 0.4
H 0.1 0.0 0.0
H 0.1 0.1 0.1
Cl 0.1 0.0 0.3
C -1.4 -1.9 -2.2
C 1.3 1.7 -0.2
C -0.6 0.8 2.4
C -1.7 0.9 -0.9
C -0.4 -1.7 -0.6
C -0.5 -0.7 0.4
C -0.2 1.2 -0.1
C 1.8 -0.1 0.1
C -0.6 -0.5 0.3
C 0.5 0.1 0.4
C -0.1 1.5 1.9
H 0.1 -0.4 -0.7
H -0.3 -1.7 0.1
H -0.2 0.4 0.1
H 0.1 0.3 0.7
H -0.1 -0.1 0.1
H -0.1 -0.8 0.1
H -0.2 0.0 0.0
H -0.4 -0.2 -1.0
H 0.9 0.4 1.0
H 0.4 0.7 0.3

For the energy above the lowest of the compared OMol25 structures with the same formula, charge and spin, the calculation gives 5.3297 eV. For the HOMO-LUMO gap, the calculation gives 3.83 eV. The molar mass comes out at 521.96 g/mol. The calculation puts the HOMO energy at -4.676 eV. The LUMO energy comes out at -0.848 eV.